Record 1
ORCA calculation (the ωB97M-V functional and the def2-TZVPD basis) on one molecule with the formula C3H4N2O.

XYZ file:
```
10
Properties=species:S:1:pos:R:3:forces:R:3
C 0.22870 -0.05284 -0.80296 0.434 2.587 -0.384
C 1.00086 -0.51092 0.27513 3.235 -2.195 4.735
C 0.30085 -0.41747 1.49391 -0.591 1.468 -1.918
H 1.39695 0.34642 -2.24159 -1.039 0.079 0.223
H 2.09955 -0.82072 0.32154 -1.884 0.467 -0.668
H 0.48217 -0.44305 2.65317 0.054 -0.290 -2.780
H -1.53335 0.77095 1.71633 1.758 -1.924 -2.289
N 0.42876 0.53819 -1.90019 2.240 -0.968 -1.951
N -0.96879 0.02494 1.11591 -1.606 1.055 0.993
O -0.98096 0.26148 -0.34450 -2.602 -0.279 4.039
```
Positions in Å, forces in eV/Å.

Computed properties:
Kohn-Sham gap: 8.9 eV
total energy: -301.33947 Ha
energy above the lowest of the compared OMol25 structures with the same formula, charge and spin: 4.021 eV
LUMO: 0.635 eV
M: 84.08 g/mol
structure (SMILES): [H]/N=c1\cc[nH]o1
HOMO: -8.248 eV

Record 2
ORCA calculation (the ωB97M-V functional and the def2-TZVPD basis) on one molecule with the formula C2H3FO2S.

XYZ file:
```
9
Properties=species:S:1:pos:R:3:forces:R:3
C 0.56593 2.74717 1.01135 -0.269 -3.358 2.551
C 1.56234 -0.72814 0.10718 1.843 3.172 -0.132
O 0.23831 2.99844 2.11374 0.185 0.332 -0.275
O -0.31095 0.02816 1.67705 -1.357 -0.583 3.159
F 0.74953 -1.74202 -0.18927 -0.055 -0.245 -0.728
S 0.23442 0.70595 0.54378 1.123 0.601 -3.602
H 0.63437 3.39156 0.19970 0.371 1.309 -1.963
H 2.01981 -0.91953 1.10534 -0.018 0.210 -0.890
H 2.30914 -0.33634 -0.75801 -1.823 -1.436 1.880
```
Positions in Å, forces in eV/Å.

Computed properties:
Kohn-Sham gap: 8.3 eV
total energy: -726.40139 Ha
energy above the lowest of the compared OMol25 structures with the same formula, charge and spin: 3.556 eV
LUMO: -0.212 eV
M: 110.11 g/mol
HOMO: -8.524 eV

Record 3
ORCA calculation (the ωB97M-V functional and the def2-TZVPD basis) on C5H15N2O as an isolated structure.

XYZ file:
```
23
Properties=species:S:1:pos:R:3:forces:R:3
C -2.80290 0.05833 -1.37750 0.671 0.736 -0.940
C -1.57540 -0.55709 -0.78765 -2.468 -1.778 2.348
C -1.24718 -0.17466 0.61847 -0.877 1.910 -0.049
C 0.17271 0.21812 1.09429 0.350 -0.358 -0.970
C 0.29465 1.30266 1.89337 -0.289 -1.561 0.124
N 1.07085 -0.62897 0.47335 0.783 1.241 -0.039
N 0.31516 0.44769 -2.07581 0.247 0.347 2.673
H -2.76444 -0.03777 -2.46697 -0.243 -0.221 0.129
H -3.75155 -0.35248 -1.03286 0.126 -0.283 0.286
H -2.79041 1.13291 -1.17586 -0.228 -0.080 0.173
H -1.36604 -1.58992 -1.08875 0.353 0.287 -0.140
H -1.59100 -0.94077 1.32745 0.133 -0.464 -0.395
H -1.85758 0.72040 0.79079 0.005 -0.301 0.244
H -0.59046 1.44747 2.49801 -0.028 0.906 -0.114
H 1.20939 1.83920 2.11432 0.022 -0.332 0.010
H 2.03310 -0.58855 0.80630 -0.079 -0.120 0.262
H 1.05130 -0.43406 -0.54069 0.128 -0.598 0.223
H 0.66341 0.38331 -3.03262 -1.503 -0.777 -0.390
H -0.64989 -0.02836 -1.44166 3.280 1.450 -3.283
H 0.23671 1.43698 -1.83590 -0.235 -0.086 -0.087
H 5.04748 -0.63231 1.37693 0.059 -0.212 0.193
H 4.58407 -1.80759 2.28127 0.227 -0.026 0.115
O 4.30804 -1.21454 1.58170 -0.435 0.320 -0.373
```
Positions in Å, forces in eV/Å.

Computed properties:
Kohn-Sham gap: 5.3 eV
charge: +1
total energy: -383.81820 Ha
energy above the lowest of the compared OMol25 structures with the same formula, charge and spin: 6.336 eV
LUMO: -7.403 eV
M: 119.19 g/mol
HOMO: -12.654 eV

Record 4
ORCA calculation (the ωB97M-V functional and the def2-TZVPD basis) on a 7-piece molecular cluster, C11H21F2N5O16 overall.

XYZ file:
```
55
Properties=species:S:1:pos:R:3:forces:R:3
C 4.37442 17.39947 4.15807 0.262 -0.735 0.137
C 5.24088 18.08567 5.19669 -0.140 0.249 -1.282
O 4.46524 19.24592 5.48642 -0.059 -0.110 0.599
C 3.17239 18.87980 5.36560 0.088 -0.062 -0.690
O 2.22565 19.46072 5.78864 -0.059 0.142 0.287
O 3.07331 17.74292 4.63433 -0.230 -0.241 0.247
F 6.41934 18.43872 4.64039 0.117 0.245 0.292
H 4.56648 16.32707 4.14838 -0.503 -0.042 0.144
H 4.48076 17.73592 3.12690 0.336 0.414 0.158
H 5.39384 17.50832 6.10578 0.241 0.102 0.114
C -0.20768 22.75784 6.72816 0.196 -0.807 -0.327
C 0.89407 22.56161 5.70649 -0.281 0.263 0.051
O 1.97489 23.20769 6.31667 -0.060 -0.291 -0.242
C 1.48977 24.08718 7.23702 0.077 0.109 -0.002
O 2.17765 24.77889 7.89963 -0.038 0.367 0.124
O 0.13261 24.01840 7.28118 0.082 0.009 0.216
F 0.54701 23.25586 4.56797 0.126 -0.007 -0.160
H -0.12878 22.00154 7.51314 -0.136 -0.064 -0.053
H -1.17798 22.70910 6.24418 -0.126 0.473 0.216
H 1.13797 21.54712 5.41547 0.202 -0.068 0.157
C 8.83732 16.41471 8.28262 0.357 -0.431 -0.850
N 8.39399 17.82060 8.14105 -0.073 0.118 0.144
O 7.93758 18.17760 7.07620 -0.068 -0.025 -0.230
O 8.51342 18.51970 9.12016 0.055 0.073 0.084
H 8.23544 15.96121 9.05930 0.247 -0.028 0.234
H 9.91093 16.42174 8.45384 -0.124 0.098 0.631
H 8.72156 15.89555 7.33374 -0.423 0.173 0.017
C 8.51045 18.37722 1.91641 0.247 -0.339 0.545
N 7.50720 17.52580 1.22103 -0.082 0.428 -0.064
O 6.43172 18.04610 0.98678 -0.080 -0.084 -0.068
O 7.80942 16.38948 0.94706 0.028 -0.128 -0.077
H 9.35111 17.73751 2.16309 0.026 0.051 -0.051
H 8.02955 18.73815 2.82140 -0.006 0.099 -0.061
H 8.82006 19.20840 1.29352 -0.229 -0.035 -0.219
C 0.04900 17.32851 3.83385 0.657 1.138 -0.229
N 0.66331 17.89928 2.58436 -0.540 -0.578 -0.228
O 1.07106 19.03276 2.62487 0.111 0.203 0.000
O 0.66765 17.18445 1.59599 0.174 0.049 0.081
H -1.00052 17.60446 3.80296 -0.102 -0.272 -0.074
H 0.55186 17.91384 4.59895 -0.164 -0.419 0.383
H 0.24924 16.26730 3.84396 -0.144 -0.071 0.095
C 2.17118 17.55209 9.21799 -0.767 0.021 0.211
N 3.41654 18.30478 9.45787 0.364 0.217 -0.306
O 4.40149 17.98738 8.82094 0.110 -0.231 -0.199
O 3.38511 19.18792 10.27942 -0.139 0.057 0.222
H 2.16557 17.08271 8.24301 0.324 -0.036 -0.019
H 1.34545 18.25317 9.30191 0.065 0.026 0.040
H 2.08803 16.82308 10.02121 0.054 -0.069 -0.074
C 3.40515 15.70967 0.13477 0.470 0.598 -0.304
N 4.51128 14.90646 0.71479 -0.435 -0.433 0.295
O 4.91214 13.95484 0.08370 0.173 0.145 -0.109
O 4.88907 15.21190 1.82966 0.152 0.141 0.038
H 2.79407 16.07945 0.94760 -0.249 -0.237 -0.035
H 2.91376 15.11089 -0.62033 -0.205 -0.075 0.162
H 3.86047 16.57833 -0.34396 0.116 -0.087 0.027
```
Positions in Å, forces in eV/Å.

Computed properties:
Kohn-Sham gap: 11.2 eV
total energy: -2108.64463 Ha
energy above the lowest of the compared OMol25 structures with the same formula, charge and spin: 0.267 eV
LUMO: 0.041 eV
M: 517.30 g/mol
structure (SMILES): O=C1OC[C@@H](F)O1.O=C1OC[C@@H](F)O1.C[N+](=O)[O-].C[N+](=O)[O-].C[N+](=O)[O-].C[N+](=O)[O-].C[N+](=O)[O-]
HOMO: -11.131 eV